28
Properties=species:S:1:pos:R:3:nbo_charge:R:1 method="wB97M-V/def2-TZVPD" energy_ha=-880.99307 de_lowest_kcal_mol=67.19 lumo_energy_ev=0.590 homo_ev=-7.735 smiles=Cc1c[nH]c2ccccc12.CSC
C 0.05 2.85 -0.62 -0.63
C -0.80 1.00 -2.11 0.00
C -0.09 1.43 -0.94 -0.13
C 0.37 -0.75 -1.44 0.14
C 0.70 0.38 -0.58 -0.10
C 0.81 -2.12 -1.23 -0.25
C 1.73 0.16 0.42 -0.21
C 1.79 -2.19 -0.21 -0.22
C 2.21 -1.15 0.52 -0.24
N -0.65 -0.32 -2.27 -0.52
H -1.30 1.73 -2.84 0.22
H -0.71 -0.73 -3.15 0.40
H -0.71 3.49 -1.13 0.22
H 1.00 3.29 -0.79 0.22
H 0.16 -2.90 -1.49 0.22
H 2.12 0.99 1.02 0.23
H 2.01 -3.27 -0.11 0.22
H 3.09 -1.32 1.28 0.22
H -0.01 2.93 0.52 0.21
C -1.63 -1.67 1.39 -0.80
C -0.99 0.86 2.16 -0.78
S -1.50 -0.77 2.92 0.19
H -0.72 -1.53 0.61 0.24
H -1.93 -2.73 1.61 0.23
H -2.49 -1.19 0.65 0.20
H -1.25 0.97 1.00 0.24
H 0.15 0.90 1.95 0.22
H -1.40 1.66 2.84 0.23



29
Properties=species:S:1:pos:R:3:nbo_charge:R:1 method="wB97M-V/def2-TZVPD" energy_ha=-1279.04364 de_lowest_kcal_mol=141.87 lumo_energy_ev="-0.208 / -0.611" homo_ev="-7.225 / -6.796"
C 0.78 -1.97 -1.24 -0.24
C 2.41 -0.25 -1.01 -0.14
C -0.33 -1.37 -0.90 0.12
C 1.71 0.81 -0.39 -0.11
C -1.46 -0.68 -0.65 0.09
C 2.24 -1.68 -0.57 -0.45
C -2.41 -1.46 0.41 -0.45
C -3.43 -0.41 0.86 -0.58
C 0.86 0.67 0.72 -0.05
C 1.94 2.24 -0.98 -0.60
C -0.22 1.61 1.01 -0.73
N -2.00 0.41 -1.06 -0.62
S -3.43 0.82 -0.49 0.52
S 1.23 -0.62 1.95 -0.03
H 0.87 -2.59 -2.06 0.22
H 3.03 -0.08 -1.86 0.20
H 2.24 -1.89 0.48 0.23
H 2.89 -2.32 -1.02 0.22
H -2.83 -2.31 -0.09 0.21
H -2.02 -1.84 1.30 0.23
H -4.41 -0.85 0.84 0.24
H -3.06 0.13 1.83 0.22
H 2.76 2.78 -0.24 0.20
H 1.05 2.77 -0.99 0.21
H 2.48 2.25 -1.92 0.22
H -0.09 2.70 1.29 0.25
H -0.95 1.11 1.71 0.22
H -0.81 1.85 0.05 0.27
H 0.95 0.16 3.05 0.13



29
Properties=species:S:1:pos:R:3:nbo_charge:R:1 method="wB97M-V/def2-TZVPD" energy_ha=-919.92991 de_lowest_kcal_mol=61.86 lumo_energy_ev=0.714 homo_ev=-8.650 smiles="CC(C)(C)[P@@]1(=O)COc2ccccc21"
C 3.73 0.66 0.44 -0.18
C 3.12 0.84 1.66 -0.26
C 3.17 -0.06 -0.58 -0.26
C 1.81 0.51 1.75 -0.21
C 1.79 -0.44 -0.46 0.28
C 1.20 -0.23 0.76 -0.33
C 0.08 -1.94 -1.12 -0.43
C -2.32 0.87 1.09 -0.60
C -1.09 1.26 -0.99 -0.62
C -2.88 -0.52 -0.91 -0.64
C -1.82 0.23 -0.17 -0.41
O -1.22 -2.16 1.27 -1.08
O 1.29 -1.16 -1.47 -0.49
P -0.72 -1.14 0.37 1.88
H 4.80 0.95 0.34 0.21
H 3.47 1.53 2.37 0.22
H 3.79 -0.37 -1.41 0.22
H 1.14 0.77 2.60 0.22
H -0.57 -2.03 -1.99 0.23
H 0.43 -2.82 -0.68 0.22
H -3.13 1.48 0.77 0.22
H -2.62 0.08 1.72 0.22
H -1.46 1.56 1.62 0.21
H -0.57 0.79 -1.74 0.21
H -0.21 1.74 -0.39 0.23
H -1.68 2.08 -1.53 0.23
H -2.57 -1.15 -1.74 0.22
H -3.22 -1.36 -0.30 0.23
H -3.73 0.04 -1.25 0.23



35
Properties=species:S:1:pos:R:3:nbo_charge:R:1 method="wB97M-V/def2-TZVPD" charge=-2 energy_ha=-6078.96740 lumo_energy_ev=4.574 homo_ev=-0.586
Ag 0.45 -0.15 0.83 0.68
Se -2.43 1.41 2.66 -0.87
Te -1.95 3.08 0.85 -0.05
Te 0.74 2.66 0.78 0.00
Se 1.10 3.46 -1.56 -0.88
N 0.76 -0.06 -1.78 -0.89
C 0.17 -1.07 -2.65 -0.21
C -1.09 -0.57 -3.35 -0.39
C -2.15 0.07 -2.46 -0.42
C -2.66 -0.80 -1.31 -0.21
N -1.90 -0.55 -0.08 -0.89
H 0.66 0.89 -2.15 0.40
H 1.75 -0.22 -1.66 0.37
H -0.08 -1.94 -2.04 0.17
H 0.87 -1.40 -3.43 0.15
H -1.53 -1.42 -3.89 0.18
H -0.80 0.17 -4.11 0.19
H -3.00 0.35 -3.09 0.19
H -1.76 1.00 -2.03 0.24
H -2.57 -1.87 -1.57 0.16
H -3.73 -0.60 -1.16 0.16
H -2.28 -1.08 0.69 0.37
H -2.06 0.42 0.18 0.40
N 5.94 -5.15 2.66 -0.42
C 5.06 -4.45 2.42 0.33
C 3.98 -3.57 2.14 -0.26
C 3.12 -3.80 1.06 -0.19
C 2.09 -2.92 0.79 -0.27
C 1.83 -1.76 1.56 -0.37
C 2.72 -1.58 2.64 -0.27
C 3.76 -2.44 2.93 -0.18
H 3.28 -4.68 0.44 0.20
H 1.45 -3.14 -0.05 0.19
H 2.59 -0.71 3.28 0.20
H 4.42 -2.25 3.77 0.20